# 1
11 unconnected molecules or ions with the total composition C12H46N16O11 in a non-equilibrium geometry, computed with ωB97M-V with the def2-TZVPD basis set.

Properties
Molar mass   590.60 g mol⁻¹
Max |F|   0.1805 hartree/bohr
HOMO level   -7.4 eV
Orbital gap   6.78 eV

Atoms and positions in Å:
C  1.00325  -1.38505  3.40185
C  0.47425  -2.79405  3.63285
O  -0.12975  -3.26605  2.43985
H  1.76225  -1.42305  2.57385
H  1.51725  -0.95505  4.32685
H  0.25025  -0.72705  2.96585
H  -0.23475  -2.71305  4.45185
H  1.32525  -3.35805  3.96585
H  0.58025  -3.36205  1.82385
C  0.14325  2.97395  -2.63015
O  0.43225  1.61595  -2.40615
N  0.25625  3.64395  -3.75415
N  -0.45875  3.65695  -1.67615
H  0.86525  3.20995  -4.49515
H  0.21625  4.72495  -3.82815
H  -0.37575  3.28095  -0.72215
H  -0.62175  4.63295  -1.73215
C  -2.21175  2.46795  2.32285
O  -3.55375  2.19595  2.50185
N  -1.63575  2.60895  1.11985
N  -1.50675  2.93195  3.27285
H  -2.20775  2.37795  0.23685
H  -0.59075  2.69695  1.03785
H  -1.86375  3.04995  4.27785
H  -0.47175  3.23195  3.13585
C  3.63825  2.08495  -0.93315
O  3.69825  3.09795  -1.80515
N  4.59425  1.91295  -0.01815
N  2.66325  1.19195  -0.85315
H  5.26025  2.71195  -0.01615
H  4.47525  1.45995  0.91285
H  1.95525  1.32095  -1.57515
H  2.90525  0.15795  -0.73815
C  1.24725  2.69595  2.07885
O  1.87825  1.60495  2.65285
N  0.82625  3.73895  2.73185
N  1.03525  2.75695  0.75785
H  1.31225  3.90295  3.65985
H  0.27225  4.52795  2.32385
H  1.45225  1.90395  0.33285
H  1.36325  3.56095  0.29485
C  -3.29775  1.34795  -1.47015
O  -2.67875  0.76595  -2.50715
N  -2.95475  2.55695  -1.11715
N  -4.20175  0.71995  -0.76815
H  -2.09075  2.95695  -1.55915
H  -3.57475  3.26895  -0.65515
H  -4.57875  -0.25105  -1.04615
H  -4.76775  1.37195  -0.21715
C  2.87325  -2.40405  -0.45215
O  1.93025  -2.87505  0.51285
N  3.59425  -1.31905  -0.30715
N  2.81325  -2.91905  -1.60415
H  3.57025  -0.90405  0.63485
H  4.38525  -1.09405  -0.92615
H  2.18925  -3.68605  -1.79115
H  3.51025  -2.75105  -2.32615
C  -3.24575  -1.22905  2.13085
O  -4.35675  -0.57705  2.67785
N  -2.59275  -2.14305  2.78285
N  -2.95175  -1.08205  0.87985
H  -2.94875  -2.32605  3.69485
H  -1.65475  -2.44305  2.57685
H  -3.36475  -0.20405  0.40985
H  -2.05475  -1.29605  0.46485
C  -0.85175  -2.18105  -3.88515
O  -1.51575  -2.19305  -5.09315
N  -1.14475  -1.49805  -2.84415
N  0.18925  -3.00305  -3.81315
H  -1.88975  -0.75305  -2.93415
H  -0.66275  -1.54605  -1.92615
H  0.55025  -3.34105  -4.80515
H  0.89625  -2.76405  -3.14115
C  -0.19975  -5.11905  -1.04915
O  0.71525  -4.86005  -2.03615
H  -0.88475  -5.93005  -1.40715
H  -0.71775  -4.17605  -0.78015
H  0.30625  -5.38305  -0.13015
H  0.25925  -4.29405  -2.68915
C  -0.13775  -0.40005  0.13685
O  -0.29475  -1.73705  -0.17015
H  0.92725  -0.11905  0.01785
H  -0.43775  -0.20505  1.12385
H  -0.74875  0.18895  -0.58015
H  0.55125  -2.12005  -0.06315

Cartesian forces (eV/Å) of the 3 atoms listed first:
1.5 0.5 -0.3
0.3 1.8 0.1
-0.4 -0.5 1.4


# 2
11 unconnected molecules or ions with the total composition C12H46O11 in a non-equilibrium geometry, computed with ωB97M-V with the def2-TZVPD basis set.

Properties
Molar mass   366.49 g mol⁻¹
Max |F|   0.0585 hartree/bohr
HOMO level   -10.0 eV
Orbital gap   10.22 eV

Atoms and positions in Å:
O  -1.01445  3.34003  2.45381
H  -1.25877  3.13876  3.35072
H  -0.37422  4.01475  2.63024
O  -1.15953  1.47002  4.87251
H  -2.04196  1.15705  5.17713
H  -0.56998  1.04217  5.50010
O  0.26323  1.30932  -2.06270
H  1.08863  1.48274  -1.51863
H  -0.10186  0.48912  -1.76799
O  0.52796  0.73039  2.12705
H  -0.13063  1.40148  1.97397
H  0.28317  0.22078  2.91051
O  -4.55495  -0.46328  2.31473
H  -5.49738  -0.78139  2.24969
H  -4.14626  -0.76519  1.51085
O  0.66400  -1.23243  0.04870
H  0.91375  -0.47254  0.58319
H  0.49012  -1.96425  0.64892
O  -3.53068  0.35510  5.16073
H  -4.24050  0.88047  5.44561
H  -3.46172  0.55794  4.20226
C  -2.87026  -4.17462  3.00032
C  -1.79633  -3.10350  2.94050
C  -0.81038  -3.25436  4.08336
O  -1.07289  -3.33610  1.73909
H  -2.46788  -5.14859  2.91089
H  -3.68057  -4.03152  2.28851
H  -3.27558  -4.17999  4.02052
H  -2.17897  -2.11058  2.88399
H  -1.39639  -3.06266  4.98732
H  -0.03383  -2.45865  4.10313
H  -0.23998  -4.18419  4.00568
H  -1.48475  -2.80739  1.05620
C  3.44034  2.80788  -5.25969
C  2.13535  2.40926  -4.53728
C  0.97672  2.47966  -5.57895
O  2.34795  1.08756  -4.03898
H  4.30368  2.63346  -4.57695
H  3.53576  3.83990  -5.49291
H  3.52998  2.16686  -6.18716
H  2.01831  3.05124  -3.69746
H  -0.03651  2.18686  -5.18741
H  1.13197  1.79599  -6.41753
H  0.87937  3.50999  -5.97058
H  1.63509  0.76273  -3.37558
C  5.55066  1.01417  -1.25145
C  4.12046  0.90711  -0.59538
C  4.24768  1.67976  0.70241
O  2.98010  1.39165  -1.32492
H  5.68001  0.24759  -1.96358
H  6.18517  1.07572  -0.38184
H  5.55943  1.96249  -1.76173
H  3.84760  -0.11223  -0.31525
H  4.48372  2.74063  0.43453
H  5.11833  1.30172  1.18882
H  3.34199  1.63451  1.28580
H  3.06137  1.23100  -2.26531
C  -1.65651  -2.19897  -2.16109
C  -2.42398  -1.07640  -1.47525
C  -3.90726  -1.23167  -1.70747
O  -2.19153  -1.15155  -0.06662
H  -1.76081  -2.23770  -3.26293
H  -2.09187  -3.09597  -1.73955
H  -0.63340  -2.32836  -1.87138
H  -2.07608  -0.11755  -1.85662
H  -4.07838  -1.53728  -2.77731
H  -4.38654  -0.27456  -1.52917
H  -4.32348  -1.94963  -0.98742
H  -1.38483  -0.66474  0.17223

Cartesian forces (eV/Å) of the 3 atoms listed first:
-0.3 -0.2 -0.4
-0.5 -0.8 0.8
0.8 0.8 -0.4


# 3
12 unconnected molecules or ions with the total composition C12H48N12O12 in a non-equilibrium geometry, computed with ωB97M-V with the def2-TZVPD basis set.

Properties
Molar mass   552.59 g mol⁻¹
Max |F|   0.0703 hartree/bohr
HOMO level   -9.7 eV
Orbital gap   10.29 eV

Atoms and positions in Å:
C  -2.44459  1.38861  3.99976
O  -1.71634  2.41296  3.31021
H  -1.75173  0.99856  4.79305
H  -3.26237  1.76783  4.66798
H  -2.74164  0.49584  3.40375
H  -1.82673  2.17406  2.38226
C  -4.81404  -5.40671  -0.39600
O  -3.97522  -4.35111  -0.80950
H  -4.27380  -6.26822  0.07802
H  -5.58745  -4.99900  0.24519
H  -5.33426  -5.79131  -1.23317
H  -3.33141  -4.21306  -0.08860
C  -0.67400  -4.66506  0.13116
O  -1.55358  -3.56919  0.39359
H  -0.50960  -4.71151  -0.92305
H  0.30043  -4.57381  0.70946
H  -1.36578  -5.46716  0.39083
H  -1.18787  -2.82603  -0.09626
C  0.45785  -2.07815  2.88639
O  1.62756  -2.19302  2.03167
H  0.68629  -2.40930  3.87435
H  0.08730  -1.06199  2.81509
H  -0.36853  -2.65447  2.57036
H  1.36221  -1.85796  1.16689
C  6.18573  0.60824  -3.51723
O  5.19636  1.37339  -2.79567
H  6.55675  1.18681  -4.35717
H  7.02020  0.40066  -2.83361
H  5.83600  -0.29573  -3.92236
H  4.60294  0.90430  -2.19668
C  -2.83189  4.41662  1.49304
O  -1.50099  4.60962  0.97107
H  -2.84761  4.53591  2.56085
H  -3.62510  5.08287  1.08583
H  -3.13178  3.45981  1.17146
H  -1.10993  3.72595  0.73061
C  2.45042  2.56492  2.36029
O  3.57833  2.43161  2.81998
N  1.38945  1.78088  2.87845
N  2.08234  3.37667  1.31354
H  0.44595  2.15011  2.67425
H  1.41003  1.57123  3.83760
H  1.10954  3.62160  1.23790
H  2.81517  3.89632  0.86516
C  -2.84861  3.04241  -3.26112
O  -2.86906  1.81054  -3.29527
N  -3.16699  3.77734  -4.40175
N  -2.39445  3.68964  -2.15917
H  -3.67424  4.67989  -4.53276
H  -3.27855  3.22098  -5.22976
H  -2.06098  3.22337  -1.29734
H  -2.15764  4.70833  -2.27549
C  1.74524  -2.47036  -2.10239
O  0.60947  -2.85855  -2.16497
N  2.28239  -1.72966  -3.17627
N  2.51565  -2.69285  -1.03697
H  3.19274  -1.24243  -3.12858
H  1.88649  -1.82067  -4.06162
H  3.42562  -2.29022  -0.87594
H  2.17571  -3.54375  -0.64670
C  4.61922  0.27199  0.46065
O  4.53088  -0.29073  -0.64427
N  5.05613  1.55864  0.50033
N  4.25656  -0.36130  1.63340
H  4.74812  2.15523  1.19907
H  5.21969  1.91236  -0.41056
H  4.20439  0.01180  2.61213
H  4.13773  -1.39548  1.40347
C  -3.49226  -0.73451  0.21074
O  -3.28126  0.31271  0.86787
N  -4.58901  -1.46972  0.40928
N  -2.66664  -1.30281  -0.69980
H  -5.31105  -1.03411  0.93083
H  -4.84317  -2.31460  -0.07361
H  -3.17647  -1.85056  -1.42029
H  -1.97392  -0.61691  -1.08906
C  0.27332  0.90876  -0.38234
O  -0.32395  1.85534  0.20704
N  -0.10138  0.49307  -1.63526
N  1.20260  0.13147  0.23729
H  -0.89270  0.89939  -2.13918
H  0.19582  -0.38800  -2.00302
H  1.90930  -0.17784  -0.36948
H  1.48061  0.37923  1.16003

Cartesian forces (eV/Å) of the 3 atoms listed first:
0.8 -0.8 2.3
-0.6 -0.9 -0.3
-0.3 0.0 -0.7


# 4
A molecular structure, C12H50B5O6Zr in a non-equilibrium geometry, computed with ωB97M-V with the def2-TZVPD basis set.

Properties
Molar mass   435.81 g mol⁻¹
Max |F|   0.0910 hartree/bohr
HOMO level   -6.5 eV
Charge   -1
Orbital gap   8.46 eV

Atoms and positions in Å:
Zr  -0.29526  1.47037  -3.39839
B  -2.56008  3.36638  -3.84423
H  -3.09091  3.05927  -4.73200
H  -1.59198  2.89158  -3.80480
H  -2.34585  4.42326  -3.88115
H  -3.10252  3.08638  -2.95450
B  1.15475  -0.48581  -3.28385
H  1.58129  -0.67603  -4.25655
H  1.46049  -1.27411  -2.61351
H  1.51162  0.45307  -2.88968
H  0.08208  -0.41562  -3.19063
B  0.65709  3.34706  -2.85936
H  1.30975  2.48784  -2.86151
H  0.26353  3.51187  -3.85041
H  -0.19752  3.19330  -2.21884
H  1.28837  4.13312  -2.47485
B  -0.73221  0.95122  -1.18383
H  -0.71822  0.89887  -0.10619
H  0.24779  1.24290  -1.52843
H  -1.01192  0.01240  -1.63619
H  -1.40015  1.74000  -1.49353
B  -2.26814  0.48701  -4.04091
H  -2.38095  1.06666  -3.13786
H  -3.24967  0.23488  -4.41139
H  -1.75338  1.13585  -4.73249
H  -1.68318  -0.37054  -3.74646
C  -0.63253  -2.87608  -1.15804
O  -1.16642  -3.88975  -0.21916
C  -2.24094  -4.65218  -0.76182
C  -2.70060  -5.52514  0.39808
O  -1.76049  -6.58640  0.68717
C  -2.15520  -7.67418  1.40963
H  -1.43836  -2.14973  -1.26367
H  -0.20168  -3.07573  -2.13916
H  0.10241  -2.22169  -0.68928
H  -1.99846  -5.29440  -1.60851
H  -3.10510  -4.04648  -1.03467
H  -3.73597  -5.82936  0.24465
H  -2.64146  -4.94811  1.32092
H  -2.45199  -7.18804  2.33898
H  -1.41723  -8.44830  1.61999
H  -3.05119  -8.10594  0.96368
C  0.09562  -0.70124  6.59817
O  -1.23397  -1.03784  6.23732
C  -1.43922  -2.00987  5.20126
C  -1.44348  -1.47200  3.84372
O  -0.21063  -0.89573  3.56013
C  0.03656  -0.51637  2.21337
H  0.09724  0.05285  7.38523
H  0.67223  -0.28859  5.77031
H  0.66608  -1.55279  6.96901
H  -2.47542  -2.33950  5.27704
H  -0.73647  -2.83724  5.29964
H  -2.09408  -0.60330  3.74276
H  -1.59125  -2.29781  3.14780
H  -0.31378  -1.28883  1.52878
H  1.11033  -0.38490  2.07978
H  -0.46883  0.40150  1.91306
C  4.71969  4.93148  -0.93564
O  5.17968  5.10422  0.40510
C  5.01540  4.02411  1.30799
C  3.57658  3.74920  1.41750
O  3.15635  2.64768  0.67864
C  1.81121  2.41638  0.70301
H  5.27221  4.14533  -1.45023
H  4.89100  5.88002  -1.44459
H  3.65375  4.85551  -1.15037
H  5.45141  4.19765  2.29179
H  5.41371  3.13301  0.82283
H  2.92931  4.59351  1.18026
H  3.42261  3.52632  2.47330
H  1.33202  3.13808  0.04150
H  1.28372  2.53655  1.64928
H  1.64077  1.43292  0.26499

Cartesian forces (eV/Å) of the 3 atoms listed first:
-3.2 -0.8 2.1
-1.3 1.0 0.0
-1.8 -1.3 -3.3


# 5
14 unconnected molecules or ions with the total composition C12H52O14 in a non-equilibrium geometry, computed with ωB97M-V with the def2-TZVPD basis set.

Properties
Molar mass   420.53 g mol⁻¹
Max |F|   0.0821 hartree/bohr
HOMO level   -9.8 eV
Orbital gap   10.30 eV

Atoms and positions in Å:
O  0.77448  -3.82113  1.63291
H  0.90660  -3.54421  2.51718
H  -0.12166  -3.54329  1.44149
O  -3.88811  1.27888  0.62994
H  -3.65910  0.53361  0.02346
H  -4.40739  0.91272  1.34611
C  2.53481  -2.03993  -2.45931
O  2.04122  -0.96500  -3.21715
H  3.25579  -1.61238  -1.74069
H  1.74564  -2.57185  -1.95579
H  3.01886  -2.77536  -3.09769
H  2.72221  -0.31865  -3.01864
C  0.57860  -0.35553  3.57608
O  -0.01572  -1.63747  3.84707
H  1.07929  -0.40828  2.62297
H  -0.23348  0.38148  3.49198
H  1.28997  -0.01527  4.29480
H  -0.56753  -1.54913  4.64202
C  3.82294  -1.24008  2.32975
O  3.81009  -0.00645  2.94509
H  2.97077  -1.93087  2.58885
H  3.77606  -1.12788  1.22030
H  4.71363  -1.75928  2.60798
H  2.91899  0.39788  2.87010
C  -1.86305  -3.77980  -2.43996
O  -1.89001  -2.49338  -1.84196
H  -0.90941  -4.23246  -2.25846
H  -2.63474  -4.45499  -2.01290
H  -1.94758  -3.56841  -3.53529
H  -1.45864  -1.88619  -2.49371
C  -3.58220  0.42948  -2.66747
O  -3.07170  -0.20614  -1.52905
H  -4.67711  0.52454  -2.60546
H  -3.22566  1.45841  -2.64555
H  -3.37592  0.08845  -3.69568
H  -2.88500  -1.17773  -1.78288
C  4.02147  1.69328  -0.82298
O  2.72299  1.05216  -1.21640
H  3.95547  2.77591  -1.01507
H  4.31668  1.55389  0.23073
H  4.83539  1.24068  -1.41095
H  2.19844  0.93347  -0.45834
C  -0.69509  3.07366  -1.66832
O  -1.79207  3.55398  -2.40009
H  0.05762  2.63582  -2.29842
H  -0.25893  3.85755  -1.04101
H  -1.08919  2.33648  -0.96993
H  -2.13174  4.35732  -2.03396
C  -1.78369  3.02382  2.83272
O  -1.56551  1.99513  1.83202
H  -2.64693  3.61887  2.42626
H  -2.07227  2.62557  3.82234
H  -0.85309  3.61258  2.84699
H  -2.45831  1.68981  1.57360
C  -0.95362  -0.17830  -4.78416
O  -0.74639  -0.66749  -3.45800
H  -0.15835  -0.54399  -5.44852
H  -1.81699  -0.63863  -5.20307
H  -0.82340  0.91843  -4.80121
H  0.12085  -0.37316  -3.22546
C  0.25925  -0.70649  0.17748
O  0.57151  0.67984  0.25267
H  1.00079  -1.23830  -0.38448
H  0.34233  -1.29149  1.12750
H  -0.70334  -0.74191  -0.28549
H  -0.13026  1.13944  0.79462
C  2.55859  3.17031  2.51384
O  1.82112  2.57402  3.61709
H  3.26314  2.49170  1.96377
H  1.79975  3.45364  1.73259
H  3.09075  4.08118  2.85467
H  2.54637  2.22666  4.17324
C  -2.49973  -1.94530  1.73014
O  -2.02165  -3.08247  0.97959
H  -3.58669  -2.08588  1.75755
H  -2.04401  -2.02757  2.71772
H  -2.21567  -1.00205  1.29970
H  -1.98155  -2.82648  0.03857

Cartesian forces (eV/Å) of the 3 atoms listed first:
0.4 -0.5 -1.2
0.2 0.5 1.5
-0.8 0.1 -0.2


# 6
A molecular structure, C12H5BrCl5N2Pd in a non-equilibrium geometry, computed with ωB97M-V with the def2-TZVPD basis set.

Properties
Molar mass   540.78 g mol⁻¹
Max |F|   0.0584 hartree/bohr
HOMO level (spin up / spin down)   -2.1 / -1.5 eV
Charge   -1
Orbital gap (spin up / spin down)   4.77 / 4.27 eV

Atoms and positions in Å:
Pd  8.23688  8.87592  6.92181
Cl  7.93626  5.88788  6.55656
C  9.41144  6.55842  5.88506
C  9.71887  7.84212  6.23701
C  10.94200  8.45351  6.07352
Cl  11.21670  9.97108  6.90165
C  11.86367  7.79804  5.24426
Cl  13.34414  8.52726  4.91832
C  11.46636  6.50702  4.68413
Cl  12.53371  5.77058  3.57711
C  10.24766  5.82426  5.03892
Cl  9.81217  4.28985  4.38262
N  6.97721  7.17606  9.18024
C  7.59172  7.88394  8.45984
H  6.13714  6.73704  9.51229
Br  4.84202  9.34847  6.31358
C  6.15760  10.67619  6.24348
C  5.96214  11.72716  5.36489
C  6.59918  12.95023  5.66236
C  7.38206  13.02660  6.79050
C  7.78744  11.85728  7.40395
N  7.16181  10.63994  7.12248
H  5.34122  11.63488  4.46814
H  6.39295  13.75240  5.03850
H  7.62335  13.98847  7.20861
H  8.46801  11.85242  8.26343

Cartesian forces (eV/Å) of the 3 atoms listed first:
-0.7 1.7 0.7
0.1 -1.2 -1.1
0.9 -0.8 -0.7